(1)
12
Properties=species:S:1:pos:R:3:forces:R:3 method="wB97M-V/def2-TZVPD" homo_lumo_gap_ha="0.325 / 0.192" de_lowest_kj_mol=298.9 total_energy_ha=-454.141131
H -1.8587 -0.7945 -0.9927 -1.209 -1.517 0.572
H -1.7184 0.9484 -1.1339 0.320 -0.691 0.828
H 1.3841 -1.7929 0.1494 -0.722 2.291 0.251
H 2.0052 -0.1079 0.3023 2.559 1.609 -0.029
C -0.0458 -0.0468 -0.1443 -1.371 1.040 0.823
I 1.3865 3.2760 -0.2741 -0.339 -0.700 0.003
H -0.6221 -1.0758 1.7587 1.586 1.510 -0.817
H -0.7799 -0.0431 -2.0298 1.088 -0.514 -2.943
C 0.1008 -0.2671 1.3113 -2.939 -4.665 -1.783
C -1.1651 -0.0239 -1.0879 0.387 2.521 0.756
H 0.1668 0.5730 1.8114 0.663 3.851 2.959
C 1.1467 -0.6451 0.3296 -0.023 -4.734 -0.621


(2)
17
Properties=species:S:1:pos:R:3:forces:R:3 method="wB97M-V/def2-TZVPD" homo_lumo_gap_ha=0.321 de_lowest_kj_mol=54.3 total_energy_ha=-1275.366865
H 1.3622 -0.8563 -0.7182 -0.109 0.666 -1.721
H 2.1130 1.2627 -1.4652 1.574 0.827 0.724
I -2.1457 0.3615 -2.2447 0.750 -0.368 -0.153
C -1.3479 -1.6584 2.0463 -1.842 -1.406 0.482
C 0.7724 -0.2121 -1.4484 -0.464 -0.106 2.573
O -1.3371 -2.9841 2.1308 1.507 -1.625 0.326
H -0.0771 -1.7222 3.4955 -0.603 1.158 -2.033
H -1.6600 -3.3564 1.3074 -0.503 -0.059 -0.148
I -0.5324 -2.9135 -1.9789 -0.111 1.272 0.351
H 0.8958 1.5734 -2.5379 -0.336 0.054 -0.151
C -0.3808 -0.7211 -1.8164 -1.141 -1.635 -0.551
C 1.0645 1.2532 -1.5095 -0.001 -0.630 -1.809
O -0.3952 -1.1059 2.7455 1.589 -0.001 2.410
H 0.5553 1.9778 -0.9054 -0.201 -0.089 0.874
O -2.2678 -1.1284 1.5189 -0.068 1.969 -1.147
H -1.3827 1.2327 1.7549 0.261 -2.371 0.181
I -1.6002 2.7241 1.6211 -0.300 2.346 -0.209